This record from OMol25 describes a structure of composition C26H20N2O3SSe2TaTe2. The level of theory is ωB97M-V/def2-TZVPD.

Output
Net charge   +1
Max |F|   0.4 eV/A
E_LUMO   -3.73 eV
Energy above the lowest of the compared OMol25 structures with the same formula, charge and spin   23.8 kJ/mol
Gap between HOMO and LUMO   6.3689 eV
HOMO level   -10.10 eV
Total energy   -194073.819 eV

Each line ends with the natural charge from an NBO analysis.
CARTESIAN COORDINATES (ANGSTROEM)
Ta  0.50983  -1.52975  -0.39383  1.6151
O  0.94127  -0.06967  -1.63461  -0.7790
C  2.00651  0.54469  -2.14410  0.3697
C  1.92333  1.17797  -3.38174  -0.2648
C  3.03093  1.82236  -3.89284  -0.1373
C  4.23498  1.86420  -3.18006  -0.2358
C  4.31483  1.24719  -1.95515  -0.1220
C  3.20845  0.56527  -1.42155  -0.2045
C  3.30967  -0.03341  -0.12239  0.1990
N  2.40135  -0.76482  0.44386  -0.4100
N  2.70228  -1.17186  1.73809  -0.3782
C  1.64956  -1.69604  2.27840  0.5571
O  0.51411  -1.76422  1.61160  -0.7666
C  1.69611  -2.26089  3.63407  -0.0842
C  0.53895  -2.79512  4.19263  -0.1772
C  0.58167  -3.35286  5.46070  -0.2155
C  1.77484  -3.38132  6.16768  -0.1746
C  2.93183  -2.84863  5.60950  -0.2146
C  2.89537  -2.28868  4.34521  -0.1715
H  0.98768  1.13385  -3.92503  0.2336
H  2.96763  2.29990  -4.86169  0.2294
H  5.09201  2.37619  -3.59323  0.2339
H  5.23629  1.27124  -1.38610  0.2249
H  4.20734  0.14604  0.46453  0.2244
H  -0.38262  -2.77680  3.62680  0.2322
H  -0.31648  -3.76902  5.89689  0.2228
H  1.80540  -3.82097  7.15583  0.2233
H  3.86167  -2.87307  6.16138  0.2242
H  3.78632  -1.87185  3.89647  0.2322
Se  -1.63749  -3.00306  -0.28046  -0.3381
Te  -0.46127  -5.09499  0.41042  0.2238
Te  1.95862  -4.05197  -0.34619  0.3753
Se  1.29866  -2.92727  -2.44091  -0.2241
O  -1.02115  -0.18000  -0.05519  -0.9719
S  -1.14448  1.31115  -0.50158  1.2701
C  -2.59541  1.80795  0.37733  -0.1909
C  -3.69270  0.96253  0.47590  -0.2066
C  -4.80459  1.40958  1.16491  -0.1902
C  -4.81177  2.68143  1.73175  -0.1668
C  -3.70501  3.50999  1.62708  -0.1879
C  -2.57559  3.07008  0.94964  -0.2200
C  -1.75074  1.21838  -2.16974  -0.1751
C  -2.31103  0.05524  -2.67009  -0.2416
C  -2.75063  0.04650  -3.98574  -0.1757
C  -2.63337  1.18763  -4.76908  -0.1812
C  -2.06829  2.34444  -4.24830  -0.1974
C  -1.61046  2.36371  -2.93965  -0.2248
H  -3.66701  -0.02779  0.04091  0.2376
H  -5.66892  0.76717  1.26273  0.2336
H  -5.68807  3.02275  2.26591  0.2324
H  -3.71264  4.49179  2.07940  0.2325
H  -1.69492  3.69552  0.87376  0.2312
H  -2.38662  -0.83704  -2.06128  0.2391
H  -3.18201  -0.85648  -4.39593  0.2338
H  -2.97888  1.17258  -5.79382  0.2330
H  -1.97033  3.22824  -4.86372  0.2333
H  -1.14502  3.25206  -2.52944  0.2304

This record from OMol25 describes a structure of composition C26H21AsF6N4PtS at a distorted geometry. The level of theory is ωB97M-V/def2-TZVPD.

Output
Net charge   +3
Max |F|   3.3 eV/A
Multiplicity   6
E_LUMO (alpha / beta)   -9.16 / -12.67 eV
Expectation value of S²   8.82
Energy above the lowest of the compared OMol25 structures with the same formula, charge and spin   28.8 kJ/mol
Gap between HOMO and LUMO (alpha / beta)   8.0829 / 4.5248 eV
HOMO level (alpha / beta)   -17.25 / -17.19 eV
Total energy   -124461.487 eV

Each line ends with the Löwdin spin population.
CARTESIAN COORDINATES (ANGSTROEM)
Pt  -0.02122  0.10495  -0.29294  1.7816
C  -2.78065  -1.78870  0.23176  0.0030
C  -2.83206  -1.22224  -1.13377  0.0191
C  -3.83563  -1.67443  -2.02015  0.0144
C  -3.95214  -1.13709  -3.26996  0.0146
C  -3.07423  -0.10887  -3.67367  0.0193
C  -3.17027  0.52411  -4.93014  0.1843
C  -2.31878  1.55781  -5.27389  0.0150
C  -1.35996  1.98821  -4.37018  0.1151
C  -1.20527  1.36903  -3.11894  0.1664
S  -0.01727  1.97456  -2.04936  0.7511
C  -2.07182  0.29218  -2.74489  0.0739
N  -1.97141  -0.29977  -1.53744  0.2336
H  -2.15370  -2.68706  0.23648  -0.0005
H  -3.77171  -2.09675  0.55491  0.0001
H  -2.36864  -1.08257  0.95073  -0.0005
H  -4.51142  -2.44246  -1.68301  0.0018
H  -4.71373  -1.47714  -3.95824  0.0004
H  -3.93016  0.18709  -5.61997  0.0080
H  -2.39760  2.02728  -6.24401  -0.0015
H  -0.70778  2.80688  -4.62955  0.0051
N  2.13547  1.65717  1.18032  0.2482
C  3.16223  1.70335  0.33251  0.1445
C  4.18027  2.67408  0.49815  0.1379
C  5.38337  2.56077  -0.16512  0.0285
C  5.60296  1.49738  -1.03190  0.2641
C  4.57286  0.57281  -1.32855  0.0257
C  4.75019  -0.48352  -2.24305  0.0288
C  3.65979  -1.23570  -2.61639  0.0184
C  2.40779  -0.92631  -2.07823  0.0217
N  2.23727  0.00332  -1.15460  0.1988
C  3.28434  0.73097  -0.73403  0.0775
H  1.66049  0.77135  1.34064  0.0094
H  2.13323  2.31344  1.95238  0.0041
H  4.03274  3.46627  1.21830  0.0034
H  6.16668  3.28149  0.01475  -0.0021
H  6.55332  1.40588  -1.53681  0.0105
H  5.73316  -0.70831  -2.63893  0.0007
H  3.75088  -2.04331  -3.32427  0.0010
H  1.53753  -1.48256  -2.40429  0.0029
N  -0.86022  1.04769  1.41642  0.1263
C  -1.28678  0.91875  2.48842  0.0229
C  -1.77072  0.70098  3.77347  0.0276
C  -2.47183  1.68098  4.50458  0.0151
C  -2.85425  1.40822  5.80463  0.0059
C  -2.61728  0.15046  6.36287  0.0434
C  -1.93476  -0.82481  5.63718  0.0034
C  -1.52372  -0.57046  4.34608  0.0193
H  -2.69458  2.63849  4.05865  0.0002
H  -3.32983  2.17622  6.39907  -0.0002
H  -2.95596  -0.07177  7.36404  0.0018
H  -1.72500  -1.79299  6.06825  -0.0004
H  -1.02527  -1.33598  3.76992  0.0005
F  0.36637  -2.26061  -0.55795  0.0589
As  1.10492  -2.85427  1.10822  -0.0002
F  -0.21972  -1.69160  1.70624  0.0246
F  -0.00603  -4.11805  1.07246  0.0013
F  2.38315  -3.51182  0.22325  0.0009
F  1.65061  -3.05527  2.67982  0.0004
F  1.99182  -1.20768  1.06977  0.0202

This record from OMol25 describes a structure of composition C26H21Br2MnN4O8. The level of theory is ωB97M-V/def2-TZVPD.

Output
Net charge   +1
Max |F|   1.0 eV/A
Multiplicity   4
E_LUMO (alpha / beta)   -5.12 / -3.91 eV
Expectation value of S²   3.98
Gap between HOMO and LUMO (alpha / beta)   5.7833 / 7.0825 eV
HOMO level (alpha / beta)   -10.90 / -10.99 eV
Total energy   -221038.128 eV

Each line ends with the Löwdin spin population.
CARTESIAN COORDINATES (ANGSTROEM)
Mn  0.11692  -0.76926  0.40338  3.1352
O  3.74977  -1.58535  -0.96971  0.0148
C  2.87880  -0.90029  -0.50759  0.0103
O  1.73396  -1.38746  -0.06436  0.0417
C  3.03998  0.58583  -0.34272  0.0089
C  4.29211  1.13689  -0.54481  -0.0010
C  4.51228  2.47852  -0.29455  0.0068
C  3.49858  3.29275  0.17225  -0.0028
C  2.23879  2.75939  0.31899  0.0035
C  1.96123  1.39267  0.07327  -0.0010
O  0.73598  0.94247  0.26780  0.0060
N  1.16087  3.63125  0.78210  0.0006
O  1.39487  4.37953  1.69843  -0.0001
O  0.13255  3.64548  0.11369  0.0017
N  5.84519  3.05174  -0.52062  0.0007
O  6.72475  2.29246  -0.86972  0.0013
O  5.97421  4.24342  -0.32092  0.0011
H  5.10001  0.50283  -0.88322  -0.0003
H  3.68998  4.33044  0.40960  -0.0004
C  1.65501  -3.78617  1.62662  0.0002
C  0.38805  -3.38749  2.31057  0.0056
C  -0.05535  -4.12115  3.43001  -0.0022
C  -1.23059  -3.81822  4.05690  0.0054
C  -2.01338  -2.74425  3.58660  -0.0005
C  -3.25319  -2.31758  4.11787  0.0088
Br  -4.01977  -3.24512  5.57449  0.0018
C  -3.91223  -1.23760  3.59278  -0.0030
C  -3.35623  -0.51873  2.52951  0.0080
Br  -4.22766  0.98625  1.80716  0.0021
C  -2.14021  -0.87995  1.98180  -0.0030
O  -1.52782  -0.22033  1.02015  0.0272
C  -1.49045  -2.02906  2.49474  0.0029
N  -0.31874  -2.35284  1.86262  -0.0049
H  1.88119  -4.83179  1.82263  0.0000
H  2.49000  -3.18846  1.99880  0.0001
H  1.59844  -3.62178  0.55563  0.0000
H  0.55321  -4.94637  3.77134  -0.0002
H  -1.56532  -4.39584  4.90806  0.0003
H  -4.86070  -0.93004  4.00997  -0.0004
C  -0.17142  2.47997  -2.66998  0.0006
N  -1.63083  2.35100  -2.40967  0.0008
C  -2.21669  3.64865  -1.98424  0.0000
C  -1.91134  1.26495  -1.40918  -0.0010
C  -1.60267  -0.09926  -1.98968  -0.0151
C  -2.23992  -0.47565  -3.17130  -0.0122
C  -2.00617  -1.70843  -3.75763  0.0187
C  -1.14199  -2.60095  -3.14374  -0.0143
C  -0.52716  -2.25390  -1.95043  -0.0137
C  -0.74867  -1.00959  -1.37634  -0.2337
H  -0.00110  3.18185  -3.48305  0.0000
H  0.23943  1.50806  -2.93348  0.0003
H  0.30027  2.84430  -1.76152  0.0001
H  -2.07420  2.06958  -3.28312  -0.0001
H  -1.72136  3.97427  -1.07347  0.0000
H  -3.28017  3.52743  -1.79148  0.0000
H  -2.07323  4.38695  -2.76967  0.0000
H  -2.96384  1.32243  -1.13008  0.0009
H  -1.31699  1.47897  -0.52649  -0.0003
H  -2.97041  0.18905  -3.62478  -0.0024
H  -2.50471  -1.97936  -4.67836  0.0007
H  -0.94973  -3.56948  -3.58432  -0.0022
H  0.13784  -2.96764  -1.47754  -0.0022

This record from OMol25 describes a structure of composition C26H21BrN2RhS. The level of theory is ωB97M-V/def2-TZVPD.

Output
Net charge   +1
Max |F|   0.2 eV/A
Multiplicity   5
E_LUMO (alpha / beta)   -3.31 / -5.47 eV
Expectation value of S²   6.04
Energy above the lowest of the compared OMol25 structures with the same formula, charge and spin   0.0 kJ/mol
Gap between HOMO and LUMO (alpha / beta)   6.7454 / 5.0570 eV
HOMO level (alpha / beta)   -10.06 / -10.53 eV
Total energy   -114162.406 eV

Each line ends with the Löwdin spin population.
CARTESIAN COORDINATES (ANGSTROEM)
Rh  -0.12265  0.26348  -0.36172  2.2597
Br  0.49043  -2.31883  -1.67952  0.0978
C  0.30623  -3.28370  -0.04743  0.0012
C  0.45118  -4.63702  -0.09630  0.0094
C  0.30127  -5.38521  1.08659  -0.0025
C  0.00576  -4.75320  2.25843  0.0091
C  -0.14651  -3.34703  2.31209  0.0067
C  -0.46144  -2.70105  3.53218  0.0298
C  -0.59741  -1.34678  3.58325  0.0065
C  -0.40841  -0.57698  2.41617  0.0776
C  -0.11931  -1.14537  1.19590  0.2068
C  0.01379  -2.56403  1.13419  0.0415
H  0.67478  -5.13172  -1.03124  0.0016
H  0.41892  -6.45956  1.05183  -0.0004
H  -0.11683  -5.32100  3.17234  0.0008
H  -0.58627  -3.30637  4.42161  0.0017
H  -0.83889  -0.85169  4.51520  0.0004
H  -0.52014  0.49846  2.51166  0.0092
C  -0.00294  0.08601  -3.86710  0.0033
C  1.16505  0.83628  -3.30682  0.0225
C  2.21611  1.18693  -4.18548  -0.0109
C  3.27050  1.90722  -3.72255  0.0164
C  3.27328  2.34586  -2.37852  0.0036
C  4.30489  3.16332  -1.86023  0.1204
C  4.24648  3.63707  -0.57476  -0.0050
C  3.15184  3.31867  0.22877  0.1159
C  2.12720  2.49147  -0.22824  0.0658
S  0.82724  2.13193  0.81925  0.6443
C  2.18859  1.97471  -1.56393  0.0481
N  1.17626  1.18069  -2.03108  0.0582
H  -0.44112  0.66677  -4.68087  0.0009
H  -0.76193  -0.10143  -3.11239  0.0003
H  0.31300  -0.86801  -4.29194  0.0012
H  2.16122  0.86541  -5.21651  -0.0004
H  4.09616  2.17269  -4.37104  0.0007
H  5.13414  3.42051  -2.50718  0.0060
H  5.03270  4.26820  -0.18517  -0.0026
H  3.08251  3.71180  1.23443  0.0047
N  -2.15595  1.11970  -0.93977  0.0825
C  -2.83322  1.05333  0.33243  0.0119
C  -2.77720  2.12937  1.20624  0.0152
C  -3.34761  2.01529  2.46529  -0.0004
C  -3.96897  0.83475  2.84792  0.0165
C  -4.02669  -0.23294  1.96265  -0.0014
C  -3.45758  -0.12856  0.70407  0.0146
H  -2.65270  0.57547  -1.63670  0.0037
H  -2.08102  2.07433  -1.27315  0.0023
H  -2.29161  3.05143  0.90597  0.0040
H  -3.30923  2.85508  3.14625  -0.0004
H  -4.41298  0.74919  3.83023  0.0008
H  -4.51102  -1.15506  2.25428  -0.0004
H  -3.47992  -0.96987  0.02043  0.0008

Which formula does entry 3 have?
C26H21Br2MnN4O8

Which of these has the highest max |F|?
C26H21AsF6N4PtS

Which of these has the highest net charge?
C26H21AsF6N4PtS